No. 1
One molecule with the formula C9H17N3O4 at a distorted geometry, computed with ωB97M-V/def2-TZVPD.

The geometry in XYZ format:
```
33
Properties=species:S:1:pos:R:3:mulliken_charge:R:1
C 1.75565 -1.67484 0.37956 0.4754
C 1.14914 -0.73330 1.47495 -0.1268
C 1.66532 -0.93337 -0.92643 0.0064
C 2.53680 0.27473 -1.19500 0.0123
C -1.36172 -0.21467 0.52779 -0.1624
C -1.76478 -1.39994 -0.41897 0.0191
C -1.23002 1.15049 -0.17262 1.0484
C -2.55949 1.70636 -0.59773 -1.5358
C -0.58351 2.29904 0.73211 -1.7817
H 0.54510 -3.28589 1.06316 0.3138
H 0.25433 -2.75334 -0.47979 0.2070
H 2.79061 -1.97599 0.71451 0.3319
H 0.60167 -0.58639 -0.95637 -0.4116
H 1.90678 -1.67095 -1.70794 0.4751
H 2.04274 1.02463 0.65298 0.1236
H 3.11770 1.98694 -0.21287 0.2344
H -0.44243 0.20213 2.27906 0.3795
H -2.16478 -0.09860 1.34876 0.5202
H -0.61314 1.01155 -1.07019 0.1944
H -3.14851 1.71267 0.34602 0.3712
H -2.55965 2.72905 -0.99913 0.4178
H -2.98305 1.17695 -1.46437 0.3211
H -1.10440 2.44711 1.63229 0.4480
H -0.62101 3.22639 0.17960 0.4509
H 0.45849 2.01853 0.98148 0.3608
H -2.17526 -1.98029 -2.11763 0.3920
N 0.94910 -2.93618 0.22401 -0.6369
N 2.40029 1.26682 -0.26459 -0.1969
N -0.24044 -0.47842 1.51318 -0.0579
O 1.85774 -0.16126 2.31789 -0.6246
O 3.35702 0.32096 -2.05250 -0.6059
O -1.96592 -2.53272 -0.03957 -0.5810
O -1.87039 -1.13820 -1.69163 -0.3815
```

Output
molecular weight: 231.25 u
relative energy (zero: lowest compared OMol25 entry of this formula, charge and spin): 34.2 kcal per mole
E_HOMO: -9.5 eV
SMILES: CC(C)[C@H](NC(=O)[C@@H](N)CC(N)=O)C(=O)O

---

No. 2
C9H17N6 as an isolated structure at a distorted geometry, computed with ωB97M-V/def2-TZVPD.

The geometry in XYZ format:
```
32
Properties=species:S:1:pos:R:3:mulliken_charge:R:1
C -1.42081 0.76840 -0.37044 -0.0439
C -2.37047 1.47299 -1.29264 -0.6066
C -1.05088 2.27298 -1.69614 -1.0989
C 0.26303 2.49422 0.64817 -0.7147
C 1.41999 1.40933 0.75836 -0.4161
C -0.27064 1.69376 -0.45474 1.0237
C 0.53184 -0.43810 -0.52773 0.4373
C -0.98394 -1.69104 1.60464 -0.3074
C 1.21230 -1.63512 -0.82351 -0.3698
N -0.88048 -0.37820 -0.56832 0.1322
N 0.94182 0.85458 -0.53858 -0.2930
N 0.18793 -1.90205 2.20492 -0.1598
N -1.76358 -0.85825 2.29466 -0.3550
N 2.58328 -1.65064 -0.87436 -0.4703
N 0.48948 -2.84774 -0.96420 -0.3279
H -2.84354 0.91590 -2.08735 0.3302
H -3.07952 2.06940 -0.74691 0.2958
H -0.57374 1.95611 -2.56896 0.3640
H -1.23238 3.37829 -1.76106 0.3472
H -0.50787 2.61897 1.40557 0.2824
H 0.54052 3.50073 0.38804 0.3604
H 2.44272 1.93677 0.73643 0.2565
H 1.44916 0.52619 1.41347 0.2221
H 0.46387 -1.44614 3.06018 0.1726
H 0.82901 -2.48870 1.70524 0.2534
H -2.83463 -1.02700 2.08943 0.3061
H -1.54829 -0.38585 3.31112 0.2075
H 3.01738 -2.19663 -1.60698 0.2626
H 2.95325 -0.73110 -0.88345 0.2562
H -0.55790 -2.76531 -0.88271 0.1745
H 0.89499 -3.54743 -1.52112 0.2253
H -1.45520 -1.12696 -0.87701 0.2534
```

Output
molecular weight: 209.28 u
net charge: +1
relative energy (zero: lowest compared OMol25 entry of this formula, charge and spin): 125.1 kcal per mole
E_HOMO (spin up / spin down): -10.5 / -10.5 eV

---

No. 3
C9H17NNiOP as an isolated structure at a distorted geometry, computed with ωB97M-V/def2-TZVPD.

The geometry in XYZ format:
```
30
Properties=species:S:1:pos:R:3:mulliken_spin:R:1
C 1.08241 1.16997 -3.84137 0.5349
C 0.38149 0.38898 -4.81801 -0.2320
C -0.21348 -0.89504 -4.46313 0.2063
C -0.11510 -1.59609 -3.20297 -0.1809
C 0.25019 -0.96583 -1.99824 0.5087
Ni -0.38273 0.27494 -3.06811 0.7987
P -0.01930 1.76028 -1.39667 0.1420
H 1.42687 2.21552 -3.76741 0.0198
H 0.27403 0.78828 -5.82034 0.0127
H -0.76056 -1.41006 -5.24502 0.0357
H 0.36436 -1.26285 -0.93832 0.0611
H -0.35754 -2.66588 -3.13528 0.0391
H -0.97364 1.73205 -0.40313 0.0170
H -0.12429 3.08292 -1.78208 0.0111
H 1.16446 1.85872 -0.67360 0.0149
C -0.12290 -0.54965 4.43353 0.0005
N -0.22225 -0.75870 2.99875 -0.0032
C -0.74763 -2.01538 2.50451 0.0057
C -0.09088 0.22384 2.06862 -0.0348
C 0.53409 1.53887 2.46112 0.0831
O -0.48984 -0.01474 0.91661 -0.0130
H -0.39548 -1.48872 4.92396 0.0002
H -0.80735 0.24507 4.77406 -0.0004
H 0.90003 -0.27046 4.72443 -0.0002
H -1.71005 -1.87303 1.99416 0.0012
H -0.04663 -2.45866 1.78304 0.0014
H -0.86890 -2.68414 3.35780 0.0001
H 1.40547 1.72141 1.81966 -0.0015
H -0.19013 2.34471 2.28518 -0.0270
H 0.85525 1.56367 3.50825 -0.0012
```

Output
molecular weight: 244.91 u
net charge: -1
spin multiplicity: 3
E_HOMO (spin up / spin down): -0.2 / -1.0 eV
<S²>: 2.040

---

No. 4
One molecule with the formula C9H17NSi at a distorted geometry, computed with ωB97M-V/def2-TZVPD.

The geometry in XYZ format:
```
28
Properties=species:S:1:pos:R:3:mulliken_spin:R:1
C -1.97498 1.08983 1.79796 0.5471
C -0.68766 1.28074 2.43641 -0.0350
C -1.72442 0.28752 0.73789 0.7220
C 0.19963 0.56828 1.71765 0.5382
C -2.73433 -0.63509 0.07545 0.0329
C 1.64291 0.34114 2.03124 0.0083
C -0.42438 -1.09066 -2.37599 0.0214
C 1.98738 -1.43821 -0.94111 0.0234
C 1.02345 1.60018 -1.34322 0.0160
N -0.34170 -0.05234 0.61659 0.0521
Si 0.49982 -0.17642 -0.87788 -0.0509
H -2.97133 1.24280 2.13127 0.0238
H -0.50617 1.68834 3.37707 0.0069
H -3.11270 -1.45290 0.73472 0.0075
H -2.07321 -1.04145 -0.74378 0.0082
H -3.54088 -0.04770 -0.40870 0.0266
H 2.26928 0.70926 1.19769 0.0253
H 1.76666 -0.78369 2.02913 0.0272
H 1.97806 0.68248 2.92321 0.0002
H -1.32417 -1.69475 -2.09222 0.0019
H -0.76671 -0.18198 -3.01458 -0.0015
H 0.22569 -1.63667 -2.99977 0.0022
H 2.84863 -1.32461 -0.17020 -0.0047
H 1.63028 -2.46755 -0.73010 -0.0061
H 2.42969 -1.45560 -1.96653 0.0005
H 2.02327 1.51459 -1.67297 0.0037
H 0.47217 2.25052 -2.01796 0.0024
H 1.18571 2.22396 -0.45125 0.0004
```

Output
molecular weight: 167.33 u
spin multiplicity: 3
relative energy (zero: lowest compared OMol25 entry of this formula, charge and spin): 0.0 kcal per mole
E_HOMO (spin up / spin down): -4.0 / -9.1 eV
<S²>: 2.015

---

No. 5
One molecule with the formula C9H17P at a distorted geometry, computed with ωB97M-V/def2-TZVPD.

The geometry in XYZ format:
```
27
Properties=species:S:1:pos:R:3:mulliken_charge:R:1
C -0.51448 -2.92661 -0.78563 -1.0649
C -0.66531 -1.66033 -0.54063 -0.2613
C 0.69526 -0.68971 1.56416 0.3240
C -0.32811 -0.32337 2.59563 -1.0125
C -0.17435 0.79021 -2.20430 -1.7642
C 1.10935 1.74126 -0.28531 -1.9254
C -1.20858 1.41634 0.06289 -2.0653
C 0.35480 -0.59633 -0.19574 -0.1658
C 0.00046 0.78924 -0.65678 2.1059
P 2.20154 -1.34847 2.02430 -0.0944
H -1.28746 -3.43982 -1.26858 0.2907
H 0.30471 -3.53643 -0.80770 0.4149
H -1.73465 -1.26059 -0.46895 0.0598
H -0.62566 0.70507 2.34615 0.1155
H -1.22074 -0.95632 2.51843 0.2594
H 0.01128 -0.48136 3.63582 0.4518
H 0.70407 0.25390 -2.61156 0.4054
H -1.21785 0.63595 -2.52910 0.3653
H 0.02539 1.86928 -2.46799 0.4706
H 1.91411 1.89395 -1.06772 0.3387
H 0.74415 2.81202 -0.14554 0.4100
H 1.45223 1.59508 0.70425 0.4575
H -0.92539 2.02813 0.94665 0.4249
H -1.69756 2.16434 -0.61108 0.4677
H -1.96310 0.69528 0.32174 0.3423
H 1.30937 -0.95280 -0.68031 0.6411
H 2.73653 -1.21789 0.60687 0.0082
```

Output
molecular weight: 156.21 u
relative energy (zero: lowest compared OMol25 entry of this formula, charge and spin): 26.6 kcal per mole
E_HOMO: -8.8 eV
SMILES: [H]/P=C(/C)[C@@H](C=C)C(C)(C)C

---

No. 6
C9H18AlF3NO13S2 as an isolated structure at a distorted geometry, computed with ωB97M-V/def2-TZVPD.

The geometry in XYZ format:
```
47
Properties=species:S:1:pos:R:3:mulliken_charge:R:1
Al -19.70251 -14.27034 -5.41101 1.8060
N -20.21269 -16.12991 -7.18689 0.0658
S -20.12505 -16.08344 -8.76616 1.0467
O -21.32391 -15.78308 -9.47051 -0.5470
O -19.10893 -16.87924 -9.38158 -0.5648
F -19.31871 -14.70545 -8.82505 -0.2892
S -21.01963 -17.58977 -7.07736 1.0391
O -20.33594 -18.78139 -7.42197 -0.5225
O -22.42522 -17.47004 -7.19172 -0.5238
F -20.81060 -17.63435 -5.48245 -0.2784
F -17.38817 -12.89456 -4.91143 -0.3848
C -18.26285 -19.04687 -4.95238 -0.6872
O -18.52506 -18.73581 -3.55842 -0.3105
C -18.68592 -17.48155 -3.21667 0.8151
O -18.66901 -16.48076 -3.91227 -0.5056
O -18.81819 -17.35434 -1.89722 -0.3197
C -18.43279 -18.42039 -1.00574 -0.6562
H -19.19682 -19.45489 -5.32633 0.2709
H -17.39078 -19.68879 -4.98387 0.3440
H -18.09719 -18.17741 -5.58678 0.2760
H -18.90012 -18.17524 -0.05381 0.2673
H -17.37378 -18.27563 -0.79063 0.2901
H -18.73630 -19.39357 -1.37002 0.3242
C -18.41748 -10.10068 -6.39454 -0.5990
O -18.84026 -10.24375 -7.75638 -0.3455
C -19.46279 -11.35095 -8.07091 0.6835
O -19.48013 -12.39141 -7.43122 -0.3405
O -20.05311 -11.15192 -9.23465 -0.3000
C -20.52686 -12.26888 -9.96855 -0.3798
H -19.20191 -10.37907 -5.69288 0.2387
H -18.05992 -9.09297 -6.21356 0.2554
H -17.56948 -10.75606 -6.19253 0.2906
H -21.24676 -12.04065 -10.74977 0.3190
H -21.01088 -13.01068 -9.33568 -0.1046
H -19.75144 -12.85573 -10.46313 0.3270
C -24.82966 -14.72951 -6.56220 -0.5693
O -24.43250 -13.55111 -7.22153 -0.3407
C -23.20580 -13.07850 -7.20350 0.6903
O -22.26605 -13.53395 -6.57965 -0.4417
O -22.99956 -12.12682 -8.08082 -0.1916
C -24.03466 -11.31412 -8.62693 -0.8188
H -25.45335 -14.51167 -5.69657 0.2876
H -23.98015 -15.35711 -6.28763 0.1427
H -25.42099 -15.39639 -7.18984 0.2827
H -25.00753 -11.44823 -8.15618 0.3639
H -24.13521 -11.52176 -9.68910 0.3198
H -23.83862 -10.25517 -8.46637 0.2749
```

Output
molecular weight: 496.35 u
net charge: +1
E_HOMO: -14.1 eV

---

no.,calculated total energy (eV)
1,-22269.0112
2,-18538.3059
3,-63469.6160
4,-18972.4035
5,-18893.8615
6,-74137.2670